The following is a quantum chemistry calculation of C37H47N5O9RhSSbSi3 as an isolated structure, from OMol25.

Each line ends with the Mulliken charge.
Positions of all 104 atoms, in Å:
1 C -0.275 3.052 0.707  -0.6616
2 H 2.248 -5.906 -1.046  0.7256
3 Si 3.171 -1.992 2.184  0.7480
4 Si 2.565 -1.708 -3.350  0.6588
5 C 4.122 -1.802 -4.364  -1.2221
6 O -1.396 -1.703 1.138  -0.3760
7 C 1.593 -3.866 -0.934  -0.4089
8 C -1.544 0.948 7.136  -1.4928
9 C -3.634 2.754 -0.904  -0.7240
10 C 2.777 3.783 -2.431  -0.6205
11 C -1.155 0.693 5.710  1.2621
12 H 6.521 1.527 -1.901  0.5670
13 H 7.188 0.735 1.029  0.4908
14 C 1.584 -2.894 2.574  -0.7664
15 O 3.014 -2.074 -1.714  0.1348
16 N -0.458 0.252 3.039  0.8462
17 H 5.731 -1.802 -2.073  0.0221
18 Sb 2.801 -0.329 0.179  0.3655
19 H 2.389 3.531 -3.410  0.4562
20 C 6.101 -1.563 -1.078  -0.8467
21 C 3.696 -0.924 3.642  -1.0910
22 O 3.026 1.453 1.567  -0.2778
23 H 4.530 -3.965 2.632  0.4960
24 O 2.289 3.567 2.491  -0.7270
25 H 0.373 -2.863 -3.391  0.2385
26 C 5.466 1.371 -1.656  -0.7179
27 H 4.326 -3.804 0.886  0.2627
28 H 2.637 0.741 -2.927  -0.5484
29 C -2.608 0.621 -0.599  -0.4324
30 H 1.727 -3.395 3.537  0.6249
31 N 0.054 -7.177 -0.257  1.0792
32 C 4.266 5.072 -1.044  -0.8403
33 H -2.341 -0.515 2.767  0.5360
34 H 4.164 5.236 -3.178  0.4096
35 C -2.057 0.147 4.803  -1.0216
36 C 1.434 -5.239 -0.809  -0.2828
37 C 1.900 0.026 -3.299  0.2316
38 C -0.678 -3.530 -0.166  1.0164
39 N 0.728 2.131 1.043  2.0750
40 C -1.450 2.505 0.097  -0.7409
41 C -0.845 -4.892 -0.067  -0.3750
42 C 2.774 3.485 -0.058  0.4898
43 H 1.362 -3.661 1.831  0.0721
44 H -0.668 1.112 7.763  0.3751
45 C -3.692 1.401 -1.047  -1.1535
46 H -2.176 1.835 7.202  0.2891
47 C 1.313 -2.939 -3.938  -1.1747
48 O 3.819 -4.168 -1.631  -0.6899
49 H 3.894 -1.654 -5.422  0.4281
50 C 0.111 1.005 5.231  -1.4292
51 N 2.876 -3.417 -1.328  0.2600
52 H -4.550 0.907 -1.482  0.4982
53 H 4.845 -1.038 -4.070  0.3023
54 H -3.199 5.394 -0.439  0.4075
55 H -3.058 -0.125 5.114  0.4322
56 H 4.117 4.705 1.078  0.4776
57 H 1.392 1.024 3.513  0.5272
58 H -2.649 -0.460 -0.662  0.3004
59 H 3.074 -1.166 4.507  0.4439
60 C 4.506 -3.246 1.806  -1.2747
61 H 7.182 -1.404 -1.141  0.5256
62 C -0.222 4.415 0.897  -0.4213
63 H 4.943 1.130 -2.584  0.1259
64 C 0.217 -5.731 -0.382  -1.1095
65 H 3.616 0.145 3.454  0.1623
66 H 5.651 1.379 1.635  0.1707
67 H 1.625 0.329 -4.313  0.7087
68 H 0.708 -2.249 2.656  0.0092
69 C 0.413 0.777 3.902  -0.5194
70 H 5.064 2.310 -1.273  -0.0818
71 H 4.734 -1.139 3.906  0.4866
72 O -2.909 -2.715 -0.159  -0.7130
73 H -2.111 0.110 7.542  0.3871
74 H -4.452 3.386 -1.228  0.4163
75 O 0.998 -7.887 -0.555  -0.6554
76 H 6.092 -0.301 1.948  0.2204
77 C -1.773 -2.586 0.273  -0.4390
78 H 5.921 -2.436 -0.453  0.2323
79 S 2.158 2.658 1.385  -0.2109
80 H 0.864 1.428 5.883  0.4075
81 Rh 0.051 -0.126 0.823  1.4585
82 H -1.181 6.321 0.644  0.4302
83 H 1.109 -2.741 -4.994  0.5252
84 O -1.018 -7.596 0.138  -0.6503
85 C -1.677 -0.062 3.491  -0.7621
86 C 6.135 0.500 1.208  -1.0111
87 H 0.630 4.857 1.393  0.6362
88 C 0.533 -2.961 -0.626  0.3912
89 C 3.763 4.448 0.088  -0.7820
90 O 0.662 -1.681 -0.768  -0.8627
91 H 5.038 5.824 -0.944  0.4246
92 C -2.389 4.750 -0.120  -0.9158
93 C -1.273 5.255 0.477  -0.9081
94 C -2.498 3.354 -0.313  1.2788
95 H 1.680 -3.965 -3.861  0.2943
96 H -1.788 -5.305 0.262  0.6152
97 H 5.492 -2.783 1.744  0.3091
98 H 1.013 0.071 -2.665  -0.2020
99 H 4.593 -2.780 -4.250  0.3295
100 H 1.490 2.403 -1.392  0.0946
101 C 3.773 4.741 -2.299  -0.5059
102 C 2.272 3.147 -1.307  -0.1169
103 N -1.534 1.153 -0.063  0.7341
104 Si 5.329 -0.008 -0.401  0.8386

- Kohn-Sham gap (alpha / beta): 7.07 / 7.06 eV
- DFT total energy: -4006.49077 hartree
- Relative energy (zero: lowest compared OMol25 entry of this formula, charge and spin): 0.0 kcal per mole
- E_LUMO (alpha / beta): -0.12 / -0.94 eV
- Spin multiplicity: 5

---

The following is a quantum chemistry calculation of C37H48AsGeNO2PdS2 as an isolated structure, from OMol25.

Each line ends with the Mulliken charge.
Positions of all 93 atoms, in Å:
1 H -1.608 2.974 -2.976  0.5141
2 H 0.559 2.120 1.803  -0.5324
3 H -1.189 2.670 3.492  0.1219
4 H 0.928 2.824 -0.570  0.3629
5 C -1.443 5.805 0.103  -0.7857
6 As -1.803 1.690 -0.350  0.6138
7 C 0.765 4.954 -0.361  -0.9182
8 C 1.017 -4.010 -3.173  -1.2069
9 C 2.406 1.049 2.088  -1.0233
10 C -1.262 -1.841 -2.973  0.0763
11 H 2.450 -2.979 2.644  0.3420
12 C -3.029 2.034 -4.277  -0.8547
13 C -4.851 1.151 3.330  -0.7685
14 H 6.537 -2.075 -4.238  0.4896
15 H 1.812 -2.214 -4.079  0.3142
16 H -6.283 2.124 2.044  0.4948
17 N 2.795 -0.832 -2.061  0.5539
18 C -3.086 1.437 1.090  -0.0144
19 H 5.178 -4.663 -1.087  0.5003
20 C 1.368 -2.891 2.815  -1.2330
21 Ge 1.964 -0.647 1.265  0.2388
22 C 0.843 -2.661 -3.835  -0.2942
23 C -4.466 0.378 -3.265  -0.8726
24 C 1.748 -3.250 5.281  -1.4811
25 H -1.583 -2.403 -3.853  0.5423
26 C 4.722 -1.455 -3.204  1.1244
27 C 5.064 -3.767 -1.684  -0.8853
28 C 0.691 -2.051 1.700  -0.1302
29 H -2.833 -2.491 -1.671  0.4164
30 C -2.679 0.832 2.290  -0.2952
31 H 1.751 2.965 2.755  0.7007
32 H 1.616 -4.664 -3.808  0.4153
33 H 3.093 1.544 1.396  0.5279
34 H -4.125 -0.047 -1.197  0.5498
35 H -2.747 2.624 -5.139  0.5033
36 H -4.780 2.356 0.118  0.5637
37 H 0.519 -2.656 0.805  0.4935
38 H -5.541 1.058 4.158  0.4903
39 O 0.170 -1.692 -3.018  -0.3232
40 H 1.353 1.400 4.658  0.5760
41 C 0.618 1.507 3.857  0.0802
42 H 0.057 -2.256 4.385  0.2406
43 H -0.051 3.444 4.572  0.4539
44 C -4.379 1.891 1.013  0.1132
45 O -0.606 0.518 -0.060  1.5167
46 H 0.065 -4.511 -3.010  0.3929
47 H -1.017 2.103 5.168  0.3938
48 S 1.800 1.383 -3.054  0.0156
49 H 0.201 0.501 3.704  -0.3215
50 H 1.652 -2.813 6.273  0.4157
51 C -0.471 2.474 4.301  -1.3929
52 C -1.742 -2.495 -1.695  -0.7041
53 H 0.306 7.030 -0.079  0.4586
54 C 0.262 3.664 -0.405  -0.2527
55 C 1.308 1.981 2.585  0.2274
56 C 5.822 -2.307 -3.456  -0.3743
57 H 2.812 -3.404 5.096  0.3436
58 H -2.100 6.641 0.301  0.4779
59 H 1.257 -4.223 5.290  0.3643
60 Pd 1.008 -0.261 -1.061  -0.0802
61 H 6.815 -4.122 -2.876  0.4899
62 H 0.304 -2.759 -4.779  0.4667
63 H 3.253 -3.180 -0.643  0.5808
64 H -0.276 -1.650 2.003  0.1818
65 H -1.666 0.458 2.378  0.5042
66 C 2.919 0.136 -2.991  0.1741
67 C 5.974 -3.470 -2.677  -0.6140
68 H 0.986 -3.911 2.738  0.5217
69 C -1.099 3.447 -0.191  0.8999
70 H -5.293 -0.315 -3.346  0.4724
71 C 3.793 -1.745 -2.175  -0.7057
72 C 1.136 -2.343 4.220  0.1421
73 C -5.269 1.752 2.139  -0.6638
74 H -3.017 4.371 0.213  0.4032
75 H -3.186 0.207 4.301  0.5825
76 H -1.667 -0.835 -3.067  -0.2221
77 H -1.419 -3.530 -1.601  0.3452
78 C -3.563 0.687 3.406  -0.6654
79 H -1.396 -1.936 -0.819  -0.2142
80 H 1.821 5.133 -0.517  0.4901
81 H -4.587 0.993 -5.316  0.4739
82 C -4.068 1.117 -4.375  -0.6189
83 H 3.051 0.717 2.918  0.5253
84 H 1.515 -3.919 -2.203  0.1768
85 C -1.954 4.518 0.057  -0.9344
86 C -3.814 0.541 -2.054  -0.3111
87 C -0.087 6.022 -0.109  -0.6778
88 C -2.379 2.217 -3.066  -0.4548
89 H 3.266 -1.333 0.794  -0.1607
90 H 1.558 -1.334 4.305  0.1148
91 S 4.304 -0.037 -4.027  0.0074
92 C 3.960 -2.918 -1.419  0.0534
93 C -2.764 1.454 -1.961  0.3609

- Kohn-Sham gap (alpha / beta): 7.53 / 4.02 eV
- Charge: +4
- DFT total energy: -6879.24606 hartree
- Relative energy (zero: lowest compared OMol25 entry of this formula, charge and spin): 0.0 kcal per mole
- E_LUMO (alpha / beta): -11.26 / -14.77 eV
- Spin multiplicity: 5

---

The following is a quantum chemistry calculation of C37H48BCuN10O2S4 as an isolated structure, from OMol25.

Each line ends with the Mulliken charge.
Positions of all 103 atoms, in Å:
1 H 3.624 3.047 -1.986  0.3621
2 H 3.590 1.616 3.978  0.4915
3 H 3.779 -0.493 0.970  0.1782
4 H 1.667 -5.162 0.465  0.4111
5 H 1.627 2.768 -3.336  0.4353
6 C 0.692 -1.172 3.592  -0.7924
7 C -3.286 -4.800 -2.659  -1.9775
8 C 0.302 -4.049 -1.645  -0.2888
9 N -0.032 0.082 -1.300  0.6034
10 H -7.762 1.375 1.989  0.4015
11 C -1.453 4.291 0.146  -0.4476
12 N -4.789 0.475 0.758  -0.5868
13 H 2.530 -2.715 -2.233  -0.3008
14 C 2.634 1.126 3.792  -1.7435
15 H -1.761 3.465 -2.708  0.3602
16 H -1.768 -3.207 4.174  0.3857
17 H -0.955 3.631 -0.552  0.3451
18 C -6.099 0.464 0.966  0.1585
19 C 3.703 -1.143 3.568  -1.8642
20 C 3.999 2.077 -1.660  -1.4569
21 N -2.536 7.783 0.400  -0.5082
22 C 2.852 -0.077 2.864  2.2704
23 H 3.797 1.976 -0.594  0.1457
24 S -2.611 -1.925 1.619  -0.5218
25 C -1.442 -2.195 4.415  -1.9843
26 H 2.961 1.067 1.023  -0.1640
27 C -1.094 2.986 -3.425  -1.9593
28 C 3.372 0.920 -2.448  2.3871
29 C 1.727 -6.071 -2.140  -2.3814
30 H 4.688 -0.733 3.791  0.4715
31 H -2.037 8.179 -0.377  0.2173
32 H 3.268 -1.471 4.511  0.3930
33 C -4.054 1.398 1.420  1.1776
34 H 1.124 -6.727 -1.510  0.4722
35 S -3.709 -2.129 -1.308  -0.5865
36 H 5.080 2.076 -1.804  0.4836
37 C -6.698 1.376 1.815  -0.9187
38 S -1.555 2.125 1.781  1.5934
39 C 4.005 -0.399 -2.028  -1.5251
40 C -0.833 0.914 -1.978  1.1595
41 H 3.588 -1.235 -2.587  0.3986
42 H -2.740 8.428 1.143  0.2178
43 C 2.564 -3.750 -2.571  -1.3992
44 N 1.325 0.040 -1.438  -0.1766
45 C -5.854 2.296 2.423  -0.1744
46 H 1.083 -1.155 4.600  0.4146
47 O -0.383 1.710 1.042  -0.5812
48 N -2.743 1.248 1.107  0.0700
49 Cu -3.048 -0.367 -0.049  -0.2155
50 H 1.378 -6.160 -3.170  0.4572
51 C -2.066 -4.131 -2.123  0.5799
52 H 3.285 -4.948 -0.209  0.4569
53 H -0.729 -5.695 -2.600  0.5453
54 H 3.862 -0.591 -0.971  0.1282
55 B -0.644 -0.972 -0.377  -0.1088
56 C -1.020 -1.537 2.006  1.0445
57 N -4.540 2.320 2.241  -0.3755
58 C -2.279 6.477 0.736  0.9557
59 O -1.566 1.983 3.210  -0.8855
60 H -3.030 -5.765 -3.090  0.3629
61 H 3.599 -4.091 -2.561  0.4766
62 H -1.362 5.991 -1.149  0.3346
63 H -3.759 -4.182 -3.422  0.4076
64 C 2.266 -4.561 -0.221  -1.6255
65 H 2.283 -3.534 0.143  0.1711
66 H -0.474 3.740 -3.904  0.4114
67 C -0.235 1.971 -2.747  -0.1242
68 C -0.838 -4.713 -2.166  -0.4538
69 C 1.710 -4.625 -1.647  2.5380
70 H -4.020 -4.945 -1.866  0.4253
71 H 4.698 1.013 -4.138  0.4753
72 H -6.256 3.051 3.090  0.4489
73 N 0.179 -2.860 -1.133  -0.7789
74 H 3.115 0.352 -4.538  0.3930
75 C 1.875 0.941 -2.191  0.3490
76 N -0.186 -1.065 1.060  0.9957
77 C 3.566 0.370 1.600  -1.6501
78 S -2.507 0.732 -1.999  -0.5466
79 H 4.511 0.849 1.858  0.5382
80 H -2.337 -1.578 4.500  0.4167
81 C 3.630 1.113 -3.950  -1.9047
82 H -2.718 4.270 3.278  0.5077
83 C 1.491 -0.652 2.531  0.2031
84 H 1.958 1.852 3.340  0.2310
85 H 2.750 -6.443 -2.113  0.4276
86 C -2.649 5.980 1.990  -0.8758
87 H -6.672 -0.288 0.437  0.4910
88 C 1.113 1.984 -2.798  -0.8044
89 H 3.331 2.093 -4.318  0.3562
90 N -1.036 -2.287 -1.061  0.7121
91 C -1.846 3.804 1.386  -0.6177
92 H 5.075 -0.359 -2.232  0.6031
93 C -2.436 4.655 2.311  -0.3841
94 C -2.184 -2.839 -1.504  0.6864
95 C -1.671 5.612 -0.183  -0.6933
96 C -0.546 -1.656 3.353  -0.0450
97 H -1.724 2.518 -4.181  0.4714
98 H 3.840 -2.018 2.930  0.3220
99 H -0.925 -2.207 5.372  0.4337
100 H 2.204 -3.790 -3.601  0.3898
101 H -3.105 6.643 2.714  0.3021
102 H 2.222 0.835 4.759  0.4214
103 N 1.075 -0.626 1.303  -0.0471

- Kohn-Sham gap (alpha / beta): 6.30 / 6.18 eV
- Charge: +1
- DFT total energy: -5394.74567 hartree
- Relative energy (zero: lowest compared OMol25 entry of this formula, charge and spin): 0.0 kcal per mole
- E_LUMO (alpha / beta): -3.65 / -3.77 eV
- Spin multiplicity: 2